[1]
{"formula": "C6H14N2O3", "method": "wB97M-V/def2-TZVPD", "orbital_gap_ev": 9.50, "homo_ev": -8.98, "smiles": "CC(C)(O)N(N=O)C(C)(C)O", "e_lumo_ev": 0.52, "mol_weight_g_mol": 162.19, "elements": ["C", "C", "C", "O", "N", "N", "O", "C", "C", "C", "O", "H", "H", "H", "H", "H", "H", "H", "H", "H", "H", "H", "H", "H", "H"], "coordinates": [[0.343247, 1.666858, -2.222856], [-0.358707, 0.659357, -1.220378], [-1.507302, 1.386525, -0.457369], [-0.746070, -0.490976, -1.889683], [0.562907, 0.254416, -0.195283], [1.765541, 0.813933, -0.187099], [2.531386, 0.522439, 0.757331], [0.024444, -0.839905, 0.932420], [0.891755, -2.052991, 0.785433], [0.016601, -0.258232, 2.318190], [-1.341535, -1.089547, 0.560288], [1.288200, 1.092607, -2.670775], [-0.355235, 1.710168, -3.056731], [0.507951, 2.699681, -1.814114], [-1.215377, 2.340762, -0.412936], [-1.600819, 1.045166, 0.561678], [-2.575294, 1.255272, -0.767811], [-0.079619, -1.189012, -1.749379], [0.673411, -2.660364, -0.080534], [0.807834, -2.672470, 1.710498], [1.982652, -1.744118, 0.908475], [-0.298751, 0.759745, 2.080891], [-0.870772, -0.758442, 2.805362], [1.060146, -0.386578, 2.779705], [-1.506592, -2.064293, 0.524678]], "forces_ev_per_a": [[0.82, -1.82, -0.45], [0.11, 1.59, 0.03], [-1.85, -3.56, -0.36], [-0.25, -0.85, -1.03], [1.06, -1.23, 2.33], [0.33, -0.72, 1.51], [-1.49, 0.15, -1.29], [-0.15, 0.25, -1.91], [1.85, -0.16, 1.90], [0.26, -0.12, -0.17], [0.62, -1.24, 0.51], [-1.79, 1.74, 1.16], [-0.15, 0.25, -0.03], [0.26, -1.26, -0.37], [0.62, 3.94, 0.03], [0.32, -0.13, 0.19], [1.15, 0.21, -0.68], [-0.40, 0.66, -0.21], [0.19, -0.04, -0.35], [-0.52, 0.15, -0.66], [-1.36, -0.30, -0.89], [0.44, 0.30, 1.10], [1.40, 0.42, 0.05], [-1.89, 0.56, -0.33], [0.44, 1.21, -0.06]], "mulliken_charge": [-1.409, 1.151, -1.465, -0.595, 0.872, -0.517, -0.506, 0.519, -1.464, -1.204, -0.489, 0.305, 0.422, 0.361, 0.458, 0.305, 0.302, 0.412, 0.434, 0.407, 0.361, 0.315, 0.333, 0.341, 0.350]}

---

[2]
{"formula": "C6H14NS", "method": "wB97M-V/def2-TZVPD", "s_squared": 0.75, "orbital_gap_ev": [8.99, 6.62], "homo_ev": [-8.48, -8.47], "spin_multiplicity": 2, "e_lumo_ev": [0.51, -1.85], "mol_weight_g_mol": 132.25, "elements": ["C", "C", "S", "C", "N", "C", "C", "C", "H", "H", "H", "H", "H", "H", "H", "H", "H", "H", "H", "H", "H", "H"], "coordinates": [[2.076256, 0.131070, 0.952681], [2.085957, -0.791292, -0.320840], [3.685367, -0.917236, -1.147610], [2.144094, 1.654284, 0.551417], [-1.030858, 0.198768, 1.195914], [-1.472058, -0.935298, 0.655748], [-2.645016, -0.951125, -0.350799], [-2.685736, 0.404635, -1.088076], [1.240283, 0.037289, 1.640067], [3.053164, -0.058516, 1.427890], [1.759091, -1.782063, 0.017995], [1.366471, -0.493523, -1.104683], [3.019374, 2.061094, 1.027762], [1.183919, 2.111911, 0.831315], [2.134616, 1.680239, -0.537501], [-1.055828, -1.886024, 0.986193], [-0.701739, 0.042308, 0.102200], [-2.426865, -1.706898, -1.113435], [-3.564661, -1.116854, 0.244600], [-3.053326, 1.246389, -0.511252], [-1.718256, 0.695655, -1.527295], [-3.394245, 0.375178, -1.932287]], "forces_ev_per_a": [[1.46, 1.07, -1.23], [-0.53, 0.30, 1.17], [-0.41, -0.02, 0.22], [-1.34, -1.67, -0.13], [0.15, -2.27, -1.72], [-0.78, 1.38, 1.47], [1.40, 0.95, -0.38], [-0.88, 0.12, -0.78], [0.05, -0.72, -0.17], [-0.62, -0.33, 0.25], [0.25, -0.20, -0.39], [0.13, 0.05, 0.28], [0.03, 0.77, -0.21], [0.57, 0.25, 0.28], [0.64, 0.48, -0.06], [-0.34, -0.67, 0.29], [-0.02, 1.75, 0.33], [-0.58, -0.35, 0.36], [0.48, -0.26, -0.49], [0.29, -0.06, 0.50], [-0.20, -0.21, 0.26], [0.26, -0.36, 0.16]], "mulliken_spin": [-0.003, -0.031, 0.984, -0.001, 0.000, 0.002, 0.000, 0.000, -0.001, -0.002, 0.030, 0.020, -0.002, 0.002, 0.001, -0.001, 0.001, 0.000, 0.000, 0.000, 0.001, 0.000]}

---

Quick rundown of energy relative to the best compared isomer or geometry (same formula, charge and spin), same order as above: 357.0 328.8 kJ/mol
Quick rundown of energy, same order as above: -572.1081 -689.7520 Eh